(1)
{
  "formula": "C20H8AuBF8N10",
  "method": "the ωB97M-V functional and the def2-TZVPD basis",
  "homo_energy_ev": [-8.892, -8.891],
  "de_lowest_ev": 0.536,
  "gap_ev": [4.82, 4.82],
  "e_tot_ha": -2274.164062,
  "lumo_energy_ev": [-4.071, -4.071],
  "spin_multiplicity": 1,
  "elements": ["N", "C", "F", "C", "H", "B", "C", "C", "C", "Au", "C", "H", "C", "C", "N", "F", "C", "N", "C", "N", "C", "F", "C", "H", "F", "C", "C", "N", "F", "C", "H", "N", "C", "H", "C", "H", "C", "C", "N", "N", "F", "N", "H", "C", "H", "F", "F", "N"],
  "xyz": [[5.1735, 3.0070, 1.2935], [-1.1697, -2.7623, -2.0493], [-0.4231, 3.6463, -1.9345], [-2.3636, -2.8706, -1.2241], [2.7909, 2.5400, -2.6354], [-0.2929, 4.7288, -0.9791], [-2.1138, -5.3018, -1.4157], [-0.4888, -3.8297, -2.4883], [-1.4400, 1.7650, 3.0739], [-0.5840, 1.5350, -0.2538], [0.9281, 2.9008, 3.7745], [0.0237, 3.3391, 5.6685], [-0.5720, -7.6362, -2.3482], [-1.3178, 2.3174, 4.3387], [1.9853, -6.2175, -4.0093], [1.0734, 4.9401, -0.7596], [1.7776, 2.3865, 1.4830], [1.4386, 2.1274, 0.2193], [-4.2015, -1.9023, 0.1125], [-0.8116, -8.7464, -2.1821], [-2.5888, -0.4441, -0.8464], [-2.5663, -6.5085, -1.1237], [-2.7964, -4.2327, -0.9815], [1.1231, 2.4472, -2.2263], [-0.9185, 5.8513, -1.4638], [-0.1087, 2.8924, 4.6923], [3.9106, 2.7612, 0.9111], [-0.4485, 1.7718, 2.1919], [-0.7465, -1.5567, -2.3840], [-0.1899, -6.2796, -2.6204], [-2.3666, 1.3043, 2.7532], [-5.1365, -1.8991, 0.7780], [0.7070, 2.3366, 2.5278], [1.8875, 3.3427, 3.9930], [2.4131, 2.3286, -0.7010], [5.8730, 3.1589, 0.5902], [-0.8910, -5.1964, -2.1959], [1.0208, -6.1969, -3.3872], [-2.3067, 0.6655, -1.0009], [2.0844, 2.2211, -1.9930], [-3.9016, -4.4170, -0.2762], [2.9842, 2.7041, 1.8927], [-2.1557, 2.2997, 5.0207], [-3.0223, -1.7965, -0.6992], [5.3557, 3.2332, 2.2535], [0.5882, -3.6412, -3.2312], [-0.8919, 4.2844, 0.2256], [3.6758, 2.5990, -0.3839]],
  "atomic_forces_ev_per_a": [[0.009, -0.023, -0.013], [-0.153, -0.023, 0.111], [0.015, 0.057, -0.060], [0.123, 0.030, -0.105], [-0.005, 0.023, 0.007], [-0.026, -0.080, 0.032], [0.008, -0.015, -0.019], [0.004, -0.098, -0.018], [0.027, -0.020, 0.027], [0.054, 0.049, -0.127], [-0.016, -0.008, 0.014], [-0.001, 0.002, 0.007], [-0.029, 0.020, -0.019], [0.006, -0.008, -0.005], [0.032, -0.005, 0.007], [0.142, -0.035, 0.010], [0.009, -0.005, 0.046], [-0.126, -0.006, 0.119], [0.017, 0.012, 0.030], [0.005, -0.024, 0.017], [-0.059, 0.089, -0.468], [-0.018, -0.015, 0.004], [-0.002, -0.006, 0.030], [-0.030, 0.091, -0.008], [-0.046, 0.059, -0.041], [0.003, 0.001, -0.004], [-0.004, 0.005, 0.064], [-0.005, 0.094, 0.094], [0.001, 0.196, 0.047], [0.022, 0.001, 0.026], [-0.015, 0.004, 0.000], [-0.046, 0.032, 0.021], [0.006, 0.006, -0.050], [0.010, 0.010, 0.004], [0.005, 0.064, -0.043], [-0.004, 0.009, 0.003], [-0.039, 0.069, 0.027], [-0.037, 0.016, -0.028], [0.206, -0.397, 0.298], [0.011, -0.089, -0.042], [0.036, -0.088, -0.023], [0.019, 0.010, -0.073], [-0.006, 0.000, 0.008], [-0.021, 0.030, 0.068], [-0.004, 0.010, -0.002], [-0.027, 0.022, 0.018], [-0.012, -0.053, 0.020], [-0.039, -0.010, -0.008]]
}

---

(2)
{
  "formula": "C21H12F3N2O7S4Ti",
  "method": "the ωB97M-V functional and the def2-TZVPD basis",
  "homo_energy_ev": [-8.692, -8.979],
  "de_lowest_ev": 1.492,
  "gap_ev": [6.96, 7.24],
  "s2": 0.75,
  "e_tot_ha": -4185.622583,
  "lumo_energy_ev": [-1.730, -1.740],
  "spin_multiplicity": 2,
  "elements": ["C", "C", "O", "C", "H", "C", "C", "H", "H", "H", "H", "H", "C", "H", "N", "C", "C", "S", "C", "H", "H", "C", "C", "S", "C", "O", "H", "O", "H", "O", "O", "C", "C", "F", "F", "C", "C", "Ti", "H", "C", "F", "O", "S", "S", "C", "C", "O", "C", "C", "N"],
  "xyz": [[-0.1724, -0.6785, -3.4338], [-1.9352, -2.4027, -3.8662], [-0.5966, -3.7592, 3.2368], [1.7324, 1.9359, -0.7069], [0.9949, 3.4592, 4.2424], [2.6804, 4.8309, 4.5904], [-3.3387, -4.1081, -4.5785], [-3.4037, -3.2844, -2.5377], [-4.1208, -4.8477, -4.5016], [0.2578, 1.9818, 2.8338], [4.5140, 5.9743, 4.2024], [-2.6219, -1.6741, -1.3218], [1.6376, 0.9796, -2.9326], [2.0338, 0.8740, -3.9343], [0.1233, 1.2585, 0.9441], [-2.6115, -3.8962, -5.7086], [1.0590, -3.0109, 1.3141], [-1.4545, -2.6600, -5.4978], [0.4680, 0.2304, -2.5723], [0.2405, -0.8191, -4.4263], [2.4611, 5.1353, 5.6022], [1.8104, 2.8390, 1.5456], [2.2363, 1.8012, -2.0437], [-3.1159, -0.6482, 2.8999], [2.3228, 2.7612, 0.2669], [-4.3256, -0.3538, 3.5877], [-2.6944, -4.4018, -6.6564], [-0.0021, -1.3114, 2.7250], [3.1157, 2.3653, -2.3267], [-3.2463, -0.6871, 1.3614], [-2.4656, -1.9068, 3.3227], [1.8875, 3.9205, 3.8474], [-2.9514, -3.2512, -3.5173], [2.1574, -3.1919, 2.0470], [0.9282, -4.0294, 0.4659], [-1.2748, -1.4029, -3.0259], [-1.7573, -1.1583, -1.7193], [-1.2055, -0.4430, 1.2591], [3.1979, 3.3369, -0.0120], [3.7517, 5.2829, 3.8836], [1.2522, -1.8818, 0.5553], [-2.0431, 0.4552, 2.9456], [-0.4720, -2.6851, 2.3316], [3.8092, 4.6098, 2.3172], [0.6075, 1.2044, -0.3244], [0.6926, 2.0254, 1.8432], [-1.3016, -2.5246, 1.0798], [2.3761, 3.6978, 2.5877], [-0.0601, 0.3648, -1.2878], [-1.1773, -0.3063, -0.9067]],
  "atomic_forces_ev_per_a": [[0.041, 0.031, 0.016], [-0.030, 0.017, 0.068], [-0.240, 0.034, 0.114], [-0.006, -0.011, 0.166], [-0.021, -0.003, -0.009], [0.012, 0.003, -0.019], [0.009, 0.017, 0.001], [-0.008, 0.006, 0.016], [-0.004, -0.010, 0.003], [-0.003, -0.004, 0.001], [0.006, 0.006, -0.001], [0.013, 0.003, 0.033], [0.033, 0.047, 0.006], [-0.009, -0.015, -0.007], [-0.059, -0.470, -0.387], [-0.017, -0.013, 0.002], [0.156, -0.108, 0.218], [-0.019, -0.013, -0.049], [-0.143, -0.120, 0.029], [-0.022, -0.024, -0.013], [0.000, -0.002, 0.010], [-0.099, -0.062, 0.038], [-0.006, -0.013, -0.072], [0.015, -0.400, 0.316], [-0.023, -0.036, -0.057], [-0.022, 0.333, -0.163], [0.000, -0.001, -0.008], [-0.636, -0.563, -0.058], [0.005, 0.012, 0.019], [0.580, -0.012, -0.013], [-0.856, 0.689, 0.088], [0.082, 0.025, -0.031], [0.050, -0.013, -0.083], [-0.143, 0.012, -0.146], [0.056, 0.041, 0.162], [-0.053, 0.106, 0.110], [0.096, 0.055, -0.240], [-1.820, 0.599, 1.002], [-0.006, 0.035, 0.024], [-0.012, -0.001, 0.031], [0.151, -0.291, -0.068], [0.225, -0.252, -0.427], [2.006, -0.105, -1.776], [0.044, 0.023, 0.010], [-0.054, 0.219, -0.086], [0.111, 0.055, -0.064], [0.163, 0.156, 0.985], [-0.082, -0.021, 0.012], [0.004, 0.038, -0.104], [0.534, 0.004, 0.399]]
}

---

(3)
{
  "formula": "C21H13BrClIMgN2O3",
  "method": "the ωB97M-V functional and the def2-TZVPD basis",
  "homo_energy_ev": -7.607,
  "de_lowest_ev": 0.079,
  "gap_ev": 7.25,
  "e_tot_ha": -4675.431883,
  "lumo_energy_ev": -0.357,
  "spin_multiplicity": 1,
  "elements": ["O", "I", "C", "C", "C", "C", "H", "C", "H", "C", "H", "C", "Cl", "H", "C", "C", "C", "C", "H", "N", "H", "H", "H", "H", "C", "N", "C", "C", "H", "Mg", "C", "O", "Br", "C", "C", "H", "H", "C", "H", "C", "C", "O", "C"],
  "xyz": [[-2.1803, -1.1750, 3.8858], [1.6698, -1.1191, -4.2206], [-2.3673, 2.2725, 0.1535], [-1.0104, 2.6020, 0.4380], [-0.7009, 3.1191, -1.9513], [4.6048, 0.0941, 1.3097], [-4.7623, -4.0717, 1.0283], [-2.5042, -1.6634, 1.6107], [5.7120, 0.0913, 1.3944], [1.8636, -0.5639, -1.2936], [0.7967, 3.2934, -0.4303], [4.0591, -0.8768, -2.3646], [6.5040, -0.8175, -1.1563], [-2.6175, 2.9006, -3.0932], [2.6744, -0.9125, -2.3727], [2.4004, 0.3468, 2.1867], [-0.2524, 3.0383, -0.6271], [-2.8696, 2.3471, -1.0980], [-3.6376, -2.9682, 2.8865], [1.8344, 0.0958, 0.9777], [4.6320, -1.1158, -3.2515], [1.7160, 0.6909, 2.9971], [4.2419, 0.4375, 3.3310], [-3.9102, 2.0659, -1.3230], [-3.3741, -2.7445, 1.8604], [-2.1706, -1.3208, 0.3480], [2.6532, -0.2785, -0.0522], [-4.0634, -3.3638, 0.8171], [-0.6581, 2.6460, 1.4174], [-0.2817, -0.1143, 0.4169], [4.0625, -0.2231, 0.0209], [0.6188, -0.3568, -1.3116], [-2.3289, -1.4597, -2.4140], [4.7637, -0.5697, -1.2190], [-2.0485, 2.8091, -2.1572], [-0.0623, 3.4986, -2.7263], [-4.3312, -3.2306, -1.3802], [-2.8105, -1.8900, -0.6052], [-3.0445, 2.0689, 0.9669], [3.7852, 0.3167, 2.3685], [-3.8787, -2.8257, -0.4948], [-0.8989, -0.1505, 2.3700], [-1.8283, -0.9227, 2.7570]],
  "atomic_forces_ev_per_a": [[-0.324, -0.005, 0.542], [0.205, -0.087, 0.245], [0.866, 0.095, 1.872], [-2.038, -0.011, -2.185], [-1.666, -0.086, 0.819], [1.158, -0.751, -1.847], [-1.806, -2.061, 0.357], [-0.864, -1.582, 0.174], [-0.917, 0.051, 0.129], [3.061, 0.388, 0.578], [-0.375, 0.008, -0.088], [1.401, 0.009, 1.033], [-0.432, 0.303, -0.083], [0.961, 0.055, 0.042], [-1.678, 0.472, -0.621], [-1.431, 0.438, -1.008], [1.834, -0.115, -0.262], [0.060, 0.263, -1.871], [0.388, -0.071, 0.005], [1.120, -0.067, 1.783], [-0.142, -0.077, -0.014], [0.521, -0.642, -0.736], [-0.166, 0.302, 0.405], [0.571, 0.285, 0.237], [-0.081, 1.138, -0.103], [0.977, 0.690, 1.536], [-1.384, 0.514, -0.544], [2.002, 3.543, -2.001], [0.558, -0.086, 1.494], [-0.149, 0.271, 0.600], [0.045, -0.543, -0.680], [-1.497, -0.306, 0.316], [0.010, 0.142, 0.399], [-0.456, -0.012, 1.138], [-0.758, -0.379, -0.037], [0.113, -0.037, -0.216], [-0.206, 0.043, -0.083], [-2.175, -1.485, -2.632], [0.029, -0.375, 0.270], [-0.008, -0.074, 0.093], [1.669, -0.449, 2.182], [0.878, 0.755, -0.865], [0.126, -0.465, -0.374]]
}